# 1
Here is a molecular structure, C20H58AgO11S9 from the OMol25 dataset. Energies are from the ωB97M-V functional and the def2-TZVPD basis.

Properties
relative energy (zero: lowest compared OMol25 entry of this formula, charge and spin)	6.788	eV
net charge	-1
orbital gap	3.79	eV
HOMO level	-3.405	eV
E_tot	-145704.0351	eV

The geometry in XYZ format:
```
99
Properties=species:S:1:pos:R:3:mulliken_charge:R:1
Ag -20.66371 24.89761 8.56392 0.25
O -21.92315 26.85897 5.68120 -0.71
C -21.09518 27.90232 5.13536 -0.16
C -20.15615 28.68358 6.15715 -0.35
O -19.21168 28.01895 7.01755 -0.70
H -21.64838 28.67704 4.60444 0.17
H -20.46010 27.47963 4.35681 0.13
H -20.80320 29.25784 6.82020 0.15
H -19.68674 29.54605 5.68399 0.25
C -20.32764 35.24626 8.63336 -0.97
S -22.02802 35.48606 9.30229 0.52
O -21.79824 36.67727 10.23188 -0.63
C -22.59442 36.14729 7.70268 -0.93
H -19.93230 36.23488 8.40005 0.31
H -20.14012 34.62694 7.75621 0.38
H -19.63166 34.83700 9.36563 0.31
H -22.53434 35.42213 6.89112 0.35
H -22.11005 37.08430 7.42791 0.32
H -23.65594 36.39225 7.73815 0.33
C -13.46427 31.77486 14.19247 -0.88
S -12.91394 30.62801 12.79282 0.49
O -12.59921 29.23540 13.28749 -0.60
C -14.52678 30.47782 11.94026 -0.88
H -12.67170 32.36154 14.65695 0.31
H -13.97136 31.19031 14.96010 0.31
H -14.22233 32.46248 13.81748 0.31
H -14.85367 31.40989 11.47928 0.35
H -15.24618 30.15095 12.69108 0.27
H -14.51681 29.66157 11.21796 0.33
C -17.30633 25.23516 13.27250 -0.90
S -16.17155 24.31720 14.37172 0.51
O -16.86990 24.17615 15.70442 -0.62
C -16.19244 22.69648 13.48464 -0.89
H -16.94117 25.31243 12.24840 0.36
H -17.53975 26.18985 13.74387 0.29
H -18.25160 24.69259 13.25955 0.30
H -15.94018 22.82340 12.43185 0.34
H -17.17718 22.23061 13.52118 0.31
H -15.46008 22.04473 13.96106 0.30
C -16.14867 25.29320 1.57284 -0.84
S -16.51191 23.58606 0.88845 0.47
O -16.30688 22.46618 1.90287 -0.60
C -18.35458 23.73615 1.03347 -0.93
H -16.74984 25.39110 2.47677 0.29
H -16.37325 26.10697 0.88331 0.31
H -15.11110 25.31353 1.90622 0.31
H -18.77447 22.84838 0.56055 0.31
H -18.81866 24.58592 0.53285 0.35
H -18.59669 23.66875 2.09410 0.33
C -25.05086 21.16427 4.44778 -0.87
S -25.79877 19.99454 5.64495 0.48
O -24.80674 18.81763 5.55078 -0.61
C -25.37911 21.06613 7.11396 -0.91
H -23.96950 21.06195 4.35669 0.32
H -25.35495 22.16507 4.75442 0.31
H -25.40939 20.94160 3.44280 0.31
H -26.02963 21.94019 7.14483 0.36
H -24.37781 21.47823 6.98872 0.31
H -25.43481 20.47731 8.02953 0.31
C -20.21428 30.47736 -0.35761 -0.88
S -19.13922 31.90850 -0.81122 0.48
O -20.10485 33.05547 -1.10797 -0.61
C -18.36455 32.06671 0.89157 -0.89
H -21.00646 30.77028 0.33140 0.32
H -19.65987 29.65419 0.09309 0.34
H -20.65502 30.23235 -1.32395 0.29
H -19.13942 32.31302 1.61753 0.31
H -17.55701 32.79778 0.93028 0.31
H -17.93617 31.11938 1.21888 0.33
C -21.03186 30.41042 12.83716 -0.91
S -22.38548 30.87476 13.98275 0.51
O -23.55379 29.99408 13.59693 -0.62
C -21.65011 30.21580 15.46448 -0.89
H -20.97978 29.32573 12.74318 0.31
H -20.03447 30.76037 13.10331 0.34
H -21.25318 30.79418 11.84125 0.32
H -20.84953 30.87167 15.80653 0.34
H -21.27611 29.20379 15.30939 0.29
H -22.37083 30.20000 16.28205 0.32
C -25.49225 30.86261 7.75596 -0.89
S -27.11965 31.13831 6.88700 0.49
O -27.02201 32.57235 6.52968 -0.61
C -26.78459 30.16653 5.33234 -0.89
H -24.63509 31.19866 7.17249 0.29
H -25.38946 29.77979 7.82695 0.35
H -25.56855 31.24922 8.77223 0.32
H -25.88295 30.54762 4.85284 0.30
H -27.61939 30.28715 4.64193 0.30
H -26.56358 29.13201 5.59505 0.35
C -24.63227 25.57523 0.11298 -0.86
S -24.83190 25.62858 -1.72344 0.49
O -23.45056 25.81995 -2.29467 -0.61
C -25.12922 23.85595 -2.12138 -0.93
H -23.90190 24.83813 0.44665 0.30
H -25.53708 25.18277 0.57710 0.33
H -24.37466 26.57587 0.46004 0.30
H -24.24517 23.24988 -1.92328 0.31
H -25.27608 23.68528 -3.18787 0.31
H -25.97073 23.40520 -1.59526 0.34
```

# 2
Here is 14 unconnected molecules or ions with the total composition C4H26BO21 from the OMol25 dataset. Energies are from the ωB97M-V functional and the def2-TZVPD basis.

Properties
relative energy (zero: lowest compared OMol25 entry of this formula, charge and spin)	0.376	eV
net charge	-1
orbital gap	10.63	eV
HOMO level	-8.595	eV
E_tot	-48253.6919	eV

The geometry in XYZ format:
```
52
Properties=species:S:1:pos:R:3:mulliken_charge:R:1
O 10.77051 22.50105 13.70764 -0.60
C 11.93261 22.38531 13.42177 0.30
O 12.77391 21.51489 13.95455 -0.58
B 14.12403 21.85900 13.48098 0.98
O 13.97298 22.93722 12.48193 0.03
C 12.69242 23.28299 12.43817 0.42
O 12.16797 24.15436 11.81586 -0.61
O 14.70438 20.64597 12.83493 -0.29
C 15.81318 20.28823 13.43645 0.34
O 16.52316 19.35322 13.19381 -0.72
C 16.00895 21.24144 14.63303 0.73
O 15.05343 22.16723 14.59179 -0.37
O 16.92142 21.23082 15.40511 -0.60
O 15.95038 24.50704 10.49272 -0.68
H 15.72071 24.01334 11.28617 0.31
H 15.23818 24.29587 9.87264 0.38
O 13.29027 23.99731 16.51193 -0.71
H 12.92587 23.82940 17.38599 0.31
H 13.31680 23.12768 16.09414 0.23
O 8.28567 23.94269 13.09105 -0.63
H 7.95767 24.53030 13.77699 0.30
H 9.11680 23.59495 13.44387 0.45
O 11.66935 19.00885 12.75744 -0.66
H 11.74112 19.55454 13.55089 0.37
H 12.54564 19.03620 12.36080 0.33
O 18.29794 23.86226 15.40172 -0.64
H 18.94240 23.56449 16.05011 0.28
H 17.91473 23.04396 15.06567 0.37
O 16.61317 19.63025 9.80929 -0.64
H 15.82074 20.14116 9.61846 0.31
H 16.38444 19.11016 10.58819 0.32
O 19.75016 20.38137 16.85636 -0.62
H 18.82585 20.40582 17.12751 0.32
H 19.83610 19.54969 16.38386 0.29
O 10.10016 23.39961 16.37446 -0.70
H 10.38770 24.28561 16.13114 0.35
H 10.43073 22.84119 15.65688 0.30
O 17.35304 17.50696 15.21227 -0.62
H 18.30949 17.58189 15.17491 0.28
H 17.05511 17.89157 14.37234 0.38
O 13.44073 24.74069 9.20449 -0.68
H 13.41829 25.16085 10.07406 0.33
H 12.52821 24.47870 9.05249 0.31
O 10.13615 19.82003 15.16649 -0.65
H 10.03997 20.36450 15.95419 0.30
H 9.68730 20.31786 14.47315 0.34
O 13.03382 27.02909 13.24801 -0.62
H 13.42047 27.45384 12.47790 0.30
H 13.62929 26.28762 13.43692 0.35
O 15.02704 25.32750 14.54500 -0.61
H 15.79127 24.76892 14.36989 0.26
H 14.44917 24.78310 15.09844 0.36
```

# 3
Here is a molecular structure, C30H30BN12O9S2Y from the OMol25 dataset. Energies are from the ωB97M-V functional and the def2-TZVPD basis.

Properties
relative energy (zero: lowest compared OMol25 entry of this formula, charge and spin)	0.275	eV
net charge	-1
orbital gap (alpha / beta)	8.75 / 7.11	eV
⟨S²⟩	0.76
spin multiplicity	2
HOMO level (alpha / beta)	-6.588 / -6.723	eV
E_tot	-91306.5671	eV

The geometry in XYZ format:
```
85
Properties=species:S:1:pos:R:3:mulliken_charge:R:1
Y 0.49661 -0.38523 -1.05666 1.36
C 4.73158 -2.64637 -2.03315 -1.63
C 3.86326 -1.55271 -1.98581 -0.25
N 2.69503 -1.88012 -1.45370 0.52
N 2.72258 -3.26433 -1.30604 -0.42
C 3.96853 -3.72327 -1.55724 0.25
B 1.42500 -3.94857 -0.98386 0.82
N 0.47105 -3.61143 -2.21055 0.12
C 0.12728 -4.32616 -3.25306 0.01
C -0.42084 -3.50725 -4.22861 -1.57
C -0.44648 -2.26184 -3.60923 -0.46
N 0.07035 -2.34575 -2.38573 0.41
N 0.77624 -3.43865 0.36119 1.13
C 0.94647 -4.07792 1.56680 -0.42
C 0.34892 -3.34080 2.52959 -1.32
C -0.12957 -2.20701 1.86535 -0.43
N 0.08583 -2.29587 0.57093 -0.45
N 1.52076 -5.43141 -0.79112 0.66
C 0.38514 -6.15956 -0.65004 -0.38
C 0.76255 -7.44879 -0.28860 -0.89
C 2.17397 -7.37105 -0.23182 -0.35
N 2.59274 -6.19369 -0.56230 -1.16
H 5.74719 -2.74551 -2.31469 0.42
H 3.97078 -0.51749 -2.25114 0.51
H 4.24800 -4.77926 -1.45178 0.42
H 0.33124 -5.40527 -3.20656 0.42
H -0.72026 -3.83055 -5.19263 0.56
H -0.70089 -1.28888 -3.95944 0.19
H 1.41770 -5.02121 1.61990 0.44
H 0.30848 -3.54526 3.56475 0.48
H -0.69030 -1.41554 2.30599 0.53
H -0.60657 -5.75952 -0.74979 0.47
H 0.13050 -8.30759 -0.13723 0.43
H 2.87105 -8.19740 -0.03917 0.41
O 4.62492 4.43179 -2.17375 -0.56
C 3.84343 3.38680 -1.97659 0.96
C 2.83371 3.07180 -2.93657 -0.03
C 2.02645 2.01213 -2.68486 -0.67
N 2.17337 1.26516 -1.61146 1.00
C 3.11116 1.52361 -0.69633 0.11
C 4.00731 2.55781 -0.85275 -0.97
C 3.00964 0.52563 0.51293 0.21
O 4.03249 0.27853 1.12132 -0.75
O 1.85104 0.10796 0.71852 -0.53
C 0.91535 1.55801 -3.62320 0.47
O 0.72811 2.20170 -4.67680 -0.84
O 0.26523 0.57547 -3.21944 -0.71
H 4.24756 4.95786 -2.90172 0.30
H 2.70786 3.66074 -3.85795 0.40
H 4.71867 2.84447 -0.12884 0.59
S -1.45199 1.50467 -5.67952 -0.13
C -1.28035 -0.03503 -6.20646 0.55
N -1.15402 -1.09602 -6.68851 -0.50
C -2.85972 7.19979 4.28606 -1.53
C -3.26973 5.79530 4.15497 1.04
C -2.65738 4.89484 4.96699 -0.68
C -2.88885 3.52233 4.87914 -0.51
C -3.83189 3.09047 3.97008 0.03
C -4.52223 4.01625 3.16696 -0.55
C -4.21584 5.36687 3.25154 -0.74
S -3.97548 1.29266 3.63543 1.19
O -5.31363 1.09365 3.10265 -0.71
O -3.55537 0.59572 4.79726 -0.67
N -2.95953 1.03117 2.35881 -0.11
C -1.57783 1.52544 2.49721 -0.11
C -1.33427 2.73591 1.60143 -0.06
C -1.41571 2.22328 0.11818 -0.25
O -2.47130 2.48128 -0.49599 -0.72
O -0.43073 1.50200 -0.22306 -0.07
H -3.27703 7.84363 3.50504 0.36
H -1.78438 7.25775 4.20512 0.35
H -3.12927 7.65803 5.26664 0.31
H -1.95094 5.22636 5.71493 0.38
H -2.36946 2.77728 5.42119 0.65
H -5.26258 3.54089 2.50800 0.38
H -4.63110 6.06919 2.62646 0.47
H -3.33011 1.35928 1.47142 0.43
H -0.85396 0.78558 2.18333 -0.22
H -1.35294 1.81865 3.52107 0.17
H -0.31450 3.14937 1.82973 0.37
H -2.07004 3.56418 1.76002 0.03
N -2.03121 -0.61082 -1.19291 -0.67
H -2.17192 -0.84068 -2.17160 0.21
H -2.47419 0.29018 -0.97779 0.25
H -2.40072 -1.35764 -0.67089 0.25
```

# 4
Here is a molecular structure, C29H29BaN5O3S2 from the OMol25 dataset. Energies are from the ωB97M-V functional and the def2-TZVPD basis.

Properties
relative energy (zero: lowest compared OMol25 entry of this formula, charge and spin)	0.422	eV
orbital gap	6.69	eV
HOMO level	-7.431	eV
E_tot	-66503.5092	eV

The geometry in XYZ format:
```
69
Properties=species:S:1:pos:R:3:mulliken_charge:R:1
Ba -1.81855 -1.92424 2.21967 1.54
N -4.38939 -2.37099 4.07968 -0.44
C -3.59399 -3.32049 4.88526 -0.20
C -2.15273 -2.81152 4.78846 -0.08
O -2.05228 -1.53282 4.86691 -0.72
N -1.13448 -3.52349 4.38953 -0.47
C -1.24106 -4.87479 3.85719 -0.06
C -1.47639 -4.62185 2.35804 -0.09
O -0.51471 -4.16278 1.67694 -0.66
O -2.67688 -4.52232 1.98942 -0.58
H -5.36135 -2.65001 4.05200 0.19
H -4.31802 -1.46070 4.52014 0.23
H -3.90249 -3.38390 5.93462 0.28
H -3.68917 -4.30463 4.43441 0.33
H -0.29249 -5.38753 4.01729 0.32
H -2.04430 -5.49680 4.26189 0.28
S -1.02475 -0.94808 -1.07048 -0.37
C 0.41689 -0.14507 -1.14046 0.54
N 0.99728 0.24881 -2.28137 0.14
C 2.40513 0.64834 -2.28408 -0.69
C 3.14188 -0.20032 -1.28091 -0.71
N 2.51752 -0.00463 0.02854 0.11
C 3.43000 0.10937 1.16658 -1.47
C 4.26241 1.36557 1.07412 0.72
C 3.64064 2.61154 1.00800 -0.15
C 4.40004 3.76476 0.89972 -0.74
C 5.78831 3.68722 0.85994 -0.40
C 6.41093 2.45184 0.92947 -0.56
C 5.64779 1.29417 1.03238 -0.31
C 1.19981 0.14637 0.12045 0.15
S 0.41631 0.66477 1.49276 -0.31
C 0.35773 0.14841 -3.59210 -1.51
C 0.94775 -0.96843 -4.42026 0.79
C 1.52848 -0.69920 -5.65244 -0.32
C 2.08494 -1.72349 -6.40922 -0.56
C 2.06894 -3.02356 -5.92988 -0.40
C 1.49202 -3.29873 -4.69519 -0.78
C 0.93232 -2.27812 -3.94336 -0.18
H 2.51115 1.71023 -2.04353 0.33
H 2.80124 0.47317 -3.28337 0.46
H 4.17968 0.12017 -1.20699 0.44
H 3.11668 -1.25440 -1.56996 0.35
H 4.07364 -0.77250 1.16168 0.40
H 2.82799 0.09990 2.07202 0.45
H 2.55864 2.66812 1.05537 0.39
H 3.90905 4.72835 0.85443 0.40
H 6.38043 4.58926 0.77781 0.38
H 7.49075 2.38569 0.90078 0.38
H 6.13785 0.32829 1.08413 0.37
H 0.50756 1.10392 -4.10032 0.39
H -0.70696 0.00099 -3.42777 0.47
H 1.54365 0.31851 -6.02736 0.35
H 2.53260 -1.50309 -7.36961 0.38
H 2.50296 -3.82326 -6.51569 0.38
H 1.47137 -4.31317 -4.31884 0.41
H 0.47047 -2.49539 -2.98729 0.38
N -3.54562 0.50862 1.22020 -0.04
C -4.06707 1.50994 1.01601 -0.45
C -4.68267 2.78302 0.72970 0.66
C -3.89889 3.84965 0.30371 -0.45
C -4.49921 5.06544 0.02431 -0.47
C -5.87223 5.21319 0.16970 -0.39
C -6.65148 4.14564 0.59658 -0.49
C -6.06028 2.92603 0.87867 -0.43
H -2.83021 3.71881 0.19689 0.52
H -3.89510 5.89937 -0.30653 0.38
H -6.33699 6.16536 -0.05003 0.38
H -7.72058 4.26287 0.71008 0.38
H -6.65254 2.08462 1.21154 0.45
```